DFT (ωB97M-V/def2-TZVPD) results for a molecular structure, C22H34HfN2O4P2S in a non-equilibrium geometry.

Atoms and positions in Å:
Hf  -0.64052  0.34500  -0.63714
P  -2.21983  2.68374  -0.62079
P  0.01640  -2.20515  -0.83321
N  -1.81198  0.05127  -2.19287
H  0.61839  1.33548  -1.28577
C  -1.32148  4.19827  -1.13511
H  -1.96785  5.08330  -1.03417
H  -1.01323  4.09128  -2.18371
H  -0.41986  4.33420  -0.52440
C  -2.95551  3.24958  0.95359
H  -3.45118  4.22160  0.81515
H  -2.19636  3.34258  1.74075
H  -3.69713  2.51071  1.28476
C  -3.68699  2.76035  -1.71169
H  -4.20424  3.72506  -1.60653
H  -4.37387  1.94684  -1.44687
H  -3.38150  2.61715  -2.75469
C  1.75460  -2.38407  -1.34763
H  2.06944  -3.42747  -1.23302
H  2.38513  -1.71303  -0.74490
H  1.82952  -2.08465  -2.39941
C  -0.06289  -3.08215  0.75897
H  0.63567  -3.93017  0.77055
H  -1.08923  -3.44536  0.91396
H  0.20288  -2.39816  1.58555
C  -0.87368  -3.29020  -1.99838
H  -0.39989  -4.27920  -2.05834
H  -0.87750  -2.82993  -2.99277
H  -1.91759  -3.40133  -1.68230
C  -2.48161  -0.20166  -3.31534
C  -2.70787  -0.03244  -5.75007
C  -1.99946  0.24720  -4.58964
C  -3.71053  -0.94364  -3.28709
C  -4.39805  -1.21111  -4.45831
C  -3.91043  -0.75750  -5.69297
H  -2.32609  0.31599  -6.70984
H  -1.06050  0.80576  -4.60438
H  -4.06140  -1.28064  -2.30874
H  -5.32995  -1.77878  -4.41559
H  -4.46537  -0.97204  -6.60958
C  0.13357  1.74598  2.08387
O  -0.55634  0.97460  1.33966
C  1.03628  2.77377  1.53563
H  1.89390  2.86744  2.21233
H  0.55400  3.76359  1.47788
H  1.40861  2.51521  0.53952
C  0.00031  1.66340  3.55086
H  0.99659  1.62977  4.00855
H  -0.54237  0.75992  3.84731
H  -0.52071  2.55827  3.92703
O  1.59230  -3.07620  4.39777
S  1.98181  -1.70213  4.19767
O  1.71352  -0.75852  5.25815
N  1.48217  -1.13994  2.73956
C  2.46926  -0.80604  1.88546
O  2.28909  -0.23666  0.77079
C  3.80307  -1.16617  2.43061
C  5.04512  -1.10725  1.78428
C  6.18246  -1.45953  2.51485
C  6.07966  -1.84748  3.87022
C  4.82096  -1.93299  4.49591
C  3.69839  -1.60361  3.73382
H  5.08348  -0.81356  0.73411
H  7.16476  -1.44717  2.03850
H  6.97558  -2.10104  4.44128
H  4.71608  -2.27035  5.52634

Results
energy = -65255.31960 eV
HOMO = -0.242 Ha